The following is a DFT calculation (the ωB97M-V functional and the def2-TZVPD basis) of a gas-phase ion, C10H12N3O (charge +1) at a distorted geometry.

XYZ file:
```
26
Properties=species:S:1:pos:R:3:lowdin_charge:R:1
C 3.2584 0.6868 0.9982 0.024
C 2.1703 0.0649 0.0851 -0.471
C 2.6060 0.4600 -1.3663 0.020
N 0.9152 0.6253 0.2261 0.238
N 0.0284 -0.2428 -0.0048 0.109
C -1.3509 -0.0340 0.1461 -0.176
C -2.2287 -1.0844 -0.1667 0.021
C -3.5806 -0.8307 -0.4554 -0.045
C -4.1365 0.4139 -0.2202 -0.042
C -3.3314 1.3779 0.3588 -0.066
C -1.9718 1.2124 0.3743 -0.011
C 0.6182 -1.6761 0.3607 -0.355
O -0.0129 -2.6684 0.4625 0.176
N 1.9461 -1.4204 0.3252 0.220
H 3.2829 0.2978 1.9744 0.080
H 3.1825 1.7210 1.1673 0.086
H 4.1699 0.5894 0.5146 0.069
H 2.8731 1.4737 -1.4149 0.076
H 1.7896 0.3039 -2.0085 0.066
H 3.5228 -0.0937 -1.7998 0.143
H -1.8490 -2.1137 -0.2545 0.116
H -4.1902 -1.6764 -0.8059 0.127
H -5.2877 0.5336 -0.3920 0.163
H -3.6304 2.3869 0.5778 0.118
H -1.3635 1.9034 1.0058 0.137
H 2.5701 -2.2103 0.3118 0.179
```

The value obtained for the LUMO energy (alpha / beta) is -6.03 / -6.03 eV. Its total energy is -17073.472 eV. The net charge is +1. The calculation puts the relative energy (zero: lowest compared OMol25 entry of this formula, charge and spin) at 285.2 kJ/mol. The value obtained for the gap between HOMO and LUMO (alpha / beta) is 7.3447 / 7.3424 eV. The largest force on an atom comes out at 3.7 eV/Å.